9
Properties=species:S:1:pos:R:3:mulliken_charge:R:1 method="wB97M-V/def2-TZVPD" largest_force_ev_per_a=4.2 relative_energy_ev=4.403
C -0.7732 1.3623 -0.1849 0.1683
C -0.8447 -0.8370 0.5949 0.5655
N 1.3150 -0.5588 -0.2097 -0.4066
O -1.8546 -1.2064 1.0699 -0.3694
O -0.3279 2.2418 0.4437 -0.3617
O 0.3253 -1.3600 0.4496 -0.1667
I -1.5773 1.4835 -2.1517 0.0237
H 2.0356 -1.2252 -0.4803 0.2727
H 1.7018 0.0998 0.4687 0.2743

8
Properties=species:S:1:pos:R:3:mulliken_charge:R:1 method="wB97M-V/def2-TZVPD" largest_force_ev_per_a=4.2 charge=+2 relative_energy_ev=0.000
H 0.7820 -2.2446 2.1546 0.0381
O -1.7097 -0.1626 -0.8257 -0.2877
C -0.6935 -0.3564 -0.1786 0.3548
C 0.6134 0.3136 -0.4669 0.1507
O 1.1913 0.1957 -1.5445 -0.5143
Li 2.1871 1.2285 -2.7067 0.9594
In -0.6187 -1.8853 1.3074 0.9267
H 0.9210 1.0925 0.2647 0.3722

8
Properties=species:S:1:pos:R:3:mulliken_charge:R:1 method="wB97M-V/def2-TZVPD" largest_force_ev_per_a=1.0 relative_energy_ev=0.000
O 1.9174 0.2911 0.8355 -1.0644
O -1.5624 -1.0129 -2.1409 -0.5802
C -1.7871 -0.4611 -1.0981 0.6643
C -1.8522 0.1329 0.0325 -1.1922
Li 0.1296 0.4310 0.6474 0.7997
Na 3.6106 -0.2635 -0.5787 0.9462
H 2.2797 0.4663 1.7043 0.2283
H -2.7356 0.4162 0.5980 0.1982

12
Properties=species:S:1:pos:R:3:mulliken_charge:R:1 method="wB97M-V/def2-TZVPD" largest_force_ev_per_a=5.0 relative_energy_ev=4.292
O 0.5818 1.3598 1.6753 -0.4085
C 1.7493 0.7047 1.6492 0.7327
O 1.9165 -0.3138 2.2965 -0.6801
O 2.4928 0.9895 0.5684 -0.4191
H 0.0428 0.6382 1.2400 0.2799
H 1.8495 0.6845 -0.1245 0.4225
Li 0.5152 -1.6226 2.0131 0.9176
Na -3.1751 1.0859 -2.7723 0.8637
O -0.8411 -0.1554 -2.4109 -0.7469
O -1.2114 -0.8218 -0.4244 -0.6761
O -2.4418 -1.6311 -2.0472 -0.7247
C -1.4784 -0.9179 -1.6631 0.4389

12
Properties=species:S:1:pos:R:3:mulliken_charge:R:1 method="wB97M-V/def2-TZVPD" largest_force_ev_per_a=5.0 relative_energy_ev=0.000
O 0.4576 -1.1143 2.3170 -0.3907
C -0.6397 -1.8430 2.5582 0.6013
O -1.7431 -1.3320 2.6848 -0.4984
O -0.5082 -3.1376 2.2297 -0.4085
H 0.1354 -0.6286 1.5084 0.3328
H -0.6101 -3.0585 1.2556 0.3595
Rb -3.0470 1.1354 1.1403 0.9599
Li 2.8119 2.7513 -3.0984 0.8576
O 1.6300 0.9944 -3.0932 -0.7877
O 0.1977 1.4863 -1.5841 -0.7843
O 0.5563 2.9609 -3.1979 -0.7984
C 0.7592 1.7857 -2.7206 0.5568

7
Properties=species:S:1:pos:R:3:mulliken_charge:R:1 method="wB97M-V/def2-TZVPD" largest_force_ev_per_a=14.0 smiles=c1conn1 relative_energy_ev=3.479
C 0.6022 -0.1038 0.3196 -0.2540
C -0.3509 -0.6448 -0.3594 0.1075
O -1.0670 0.5382 -0.5903 -0.0575
N -0.5998 1.4803 0.2001 -0.1172
N 0.5247 1.0601 0.7146 -0.2745
H 1.5189 -0.7728 0.6688 0.2689
H -0.6281 -1.5572 -0.9534 0.3268

7
Properties=species:S:1:pos:R:3:mulliken_charge:R:1 method="wB97M-V/def2-TZVPD" largest_force_ev_per_a=1.1 smiles="N=C=O.C#N" relative_energy_ev=0.589
N 0.9845 -0.8727 0.0340 -0.5292
C 1.2796 0.3123 -0.0426 0.6541
O 1.4645 1.4616 -0.1253 -0.3706
H 1.7057 -1.5735 0.1362 0.2510
C -1.8232 0.1975 0.0005 0.1090
N -1.6404 1.3358 -0.0478 -0.3710
H -1.9707 -0.8611 0.0450 0.2568

7
Properties=species:S:1:pos:R:3:mulliken_charge:R:1 method="wB97M-V/def2-TZVPD" largest_force_ev_per_a=5.2 smiles=c1cnon1 relative_energy_ev=3.151
C 0.8682 -0.0799 -0.0139 0.0318
C -0.3216 0.7341 -0.0611 -0.2014
N -1.4035 0.0142 -0.0362 -0.2181
O -1.0321 -1.2311 0.0207 -0.0212
N 0.3962 -1.2383 -0.0924 -0.2506
H 1.9847 -0.0640 0.1652 0.3432
H -0.4919 1.8650 0.0178 0.3164

7
Properties=species:S:1:pos:R:3:mulliken_charge:R:1 method="wB97M-V/def2-TZVPD" largest_force_ev_per_a=6.9 smiles=c1cnon1 relative_energy_ev=3.644
C 0.6532 -0.5227 0.0033 0.0611
C 0.1161 0.6977 -0.0208 -0.1391
N -1.2590 0.7174 -0.0716 -0.2223
O -1.5441 -0.6353 0.0312 -0.0119
N -0.3890 -1.3783 -0.0332 -0.2904
H 1.8969 -0.5667 -0.1089 0.2551
H 0.5259 1.6880 0.2001 0.3476

7
Properties=species:S:1:pos:R:3:mulliken_charge:R:1 method="wB97M-V/def2-TZVPD" largest_force_ev_per_a=3.6 relative_energy_ev=3.620
C -0.7449 0.4797 0.8754 -0.1743
C 0.7018 0.6852 -1.8985 0.1183
N 0.0214 -0.4054 1.0121 0.4631
N 0.4686 -1.5346 1.0999 -0.8597
O -0.1308 1.1739 -2.4874 -0.1391
H -1.3069 1.3815 1.1305 0.3462
H 0.9908 -1.7802 0.2679 0.2455

7
Properties=species:S:1:pos:R:3:mulliken_charge:R:1 method="wB97M-V/def2-TZVPD" largest_force_ev_per_a=1.7 smiles="N#CN=C=O.[H][H]" relative_energy_ev=1.670
N 3.4181 3.5426 -1.0156 -0.3578
C 2.2710 3.5354 -1.0209 0.4208
N 0.9761 3.6241 -1.0633 -0.2734
C -0.0787 3.0982 -0.9854 0.5598
O -1.1778 2.7537 -0.9637 -0.3494
H -0.7736 -4.5145 2.9266 -0.0001
H -0.2157 -4.7124 2.5154 0.0001

8
Properties=species:S:1:pos:R:3:mulliken_charge:R:1 method="wB97M-V/def2-TZVPD" largest_force_ev_per_a=3.2 smiles="O=c1[nH]cno1" relative_energy_ev=2.736
O 2.3858 0.2425 -0.0576 -0.4647
C 1.2814 -0.2039 0.0180 0.5675
N -0.0459 0.8108 0.0421 -0.2567
C -1.0963 -0.0125 0.0665 0.1072
N -0.9568 -1.2720 0.2252 -0.2119
O 0.7456 -1.3818 0.1126 -0.3213
H -0.1476 1.8018 -0.2077 0.2304
H -2.1661 0.0150 -0.1990 0.3495

| no. | DFT total energy (eV) |
| --- | --- |
| 1 | -17835.4760 |
| 2 | -11559.5063 |
| 3 | -10822.6374 |
| 4 | -19011.5315 |
| 5 | -15250.3220 |
| 6 | -7130.3644 |
| 7 | -7133.2550 |
| 8 | -7130.6923 |
| 9 | -7130.1999 |
| 10 | -7130.2232 |
| 11 | -7132.1739 |
| 12 | -9179.0502 |